[1]
84
Properties=species:S:1:pos:R:3 method="wB97M-V/def2-TZVPD" fmax_ha_per_bohr=0.1175 charge=+3 energy_ev=-570403.9221 orbital_gap_ev=1.07
O -3.08136 3.37704 -3.35019
P -3.60837 2.22816 -4.49990
Br -5.83182 1.90837 -3.99007
P -2.51847 0.29827 -4.23441
C -1.66613 -1.40779 -4.15770
C -2.64067 -2.62656 -3.79421
C -4.02455 -2.58375 -4.52790
Br -5.10764 -4.16419 -3.88242
C -1.02960 1.14367 -3.44497
C -1.16740 1.18002 -1.83973
C -0.28674 2.38506 -1.33007
S 0.58429 2.07451 0.26209
C -0.62646 2.35514 1.63534
S -2.18276 2.58378 1.15868
N -0.05566 2.28513 2.94695
C -0.32526 0.92089 3.50217
C -1.68602 0.42540 3.69111
C -1.99341 -0.87821 4.28299
C -0.87307 -1.71966 4.74065
C 0.48494 -1.23254 4.54425
C 0.79559 0.07352 3.93842
C -0.56418 3.19307 3.94053
C -0.26935 2.86652 5.37820
C -0.79689 3.71403 6.48194
C -1.61777 4.91740 6.23909
C -1.86142 5.26781 4.82159
C -1.34085 4.41957 3.74448
H -3.65703 3.36185 -2.56026
H -3.59679 -0.13091 -3.33720
H -2.67072 0.08450 -5.65620
H -1.23920 -1.65679 -5.17466
H -0.83424 -1.46062 -3.39704
H -2.11113 -3.55457 -4.15463
H -2.70323 -2.72065 -2.67947
H -3.91875 -2.69923 -5.62998
H -4.65137 -1.68339 -4.30740
H -0.05732 0.61416 -3.64078
H -0.86662 2.19879 -3.82061
H -0.86220 0.17323 -1.45884
H -2.26606 1.30384 -1.64922
H -0.91097 3.32578 -1.28962
H 0.49279 2.57300 -2.12363
H -2.56698 1.05459 3.39815
H -3.06121 -1.16059 4.40050
H -1.14646 -2.68649 5.23179
H 1.31976 -1.87835 4.91651
H 1.84364 0.42400 3.82633
H 0.33492 1.99859 5.71394
H -0.60513 3.44352 7.54917
H -2.00781 5.50719 7.11221
H -2.47173 6.16548 4.57260
H -1.57694 4.75587 2.71270
C -0.00955 -5.13885 6.40379
O 1.04563 -4.93779 7.04719
O -0.05087 -6.36855 5.83776
O -0.97840 -4.38504 6.22625
H 0.82657 -6.63513 6.18305
K 3.34336 2.22274 -0.02449
Mg -4.82919 1.08927 -1.61330
Br -3.82797 -5.10966 -5.78965
Cl 1.74019 2.88556 7.05011
Na -4.48192 -6.45048 -3.76335
O 3.44742 -1.06067 -3.23059
S 3.54796 -1.85351 -4.43009
O 3.84086 -3.25030 -4.37778
O 4.56329 -1.14404 -5.43959
C 5.89528 -0.84895 -4.98246
C 6.75945 -2.09315 -4.91226
C 2.08456 -1.62780 -5.39437
H 5.86247 -0.33492 -4.01831
H 6.32604 -0.15333 -5.70352
H 6.40039 -2.78103 -4.14551
H 7.79083 -1.83162 -4.67212
H 6.73966 -2.62938 -5.86227
H 1.87025 -0.56330 -5.47138
H 1.27106 -2.14164 -4.88353
H 2.24132 -2.06698 -6.37800
Cl -2.32917 5.33799 -2.43948
Al -3.57716 3.79310 7.04157
C 5.63515 -0.41453 4.16500
Br 5.28626 -0.90460 5.99729
Br 5.51574 -1.93235 2.97428
Br 4.48708 1.04139 3.58618
H 6.65656 -0.04985 4.11825

---

[2]
9
Properties=species:S:1:pos:R:3 method="wB97M-V/def2-TZVPD" fmax_ha_per_bohr=0.0212 energy_ev=-10212.7561 orbital_gap_ev="7.72 / 7.81"
O 2.02339 1.57516 0.02226
C 1.52042 0.66921 -0.59661
C 0.25243 -0.01441 -0.26190
N -0.36749 -0.97224 -0.83236
C -1.40970 -0.90783 0.20408
N -0.81660 0.08677 0.84720
O -0.87355 0.83225 1.80866
H 1.97599 0.24287 -1.51002
H -2.30488 -1.51178 0.31869

---

[3]
18
Properties=species:S:1:pos:R:3 method="wB97M-V/def2-TZVPD" fmax_ha_per_bohr=0.0202 energy_ev=-9908.5653 orbital_gap_ev=10.04
C 0.02451 0.20335 0.21840
C 1.37705 -0.40409 -0.17738
C -0.24580 1.45604 -0.64157
C -1.09914 -0.82173 0.07645
N -1.44289 2.20025 -0.30627
O 1.97476 -1.19784 0.81722
O 1.36231 -2.48738 0.88432
H 2.09277 -3.04634 1.17995
H 0.09815 0.50995 1.26874
H -1.42222 2.47532 0.67032
H -2.26799 1.62884 -0.45013
H 1.28290 -0.97436 -1.10920
H 2.11999 0.38769 -0.31586
H -0.32357 1.16180 -1.69222
H 0.59897 2.14537 -0.54617
H -1.23833 -1.08516 -0.97083
H -2.03671 -0.42809 0.46451
H -0.85474 -1.72361 0.62974